The following is a quantum chemistry calculation of a single C3H4ClOP molecule at a distorted geometry, from the Open Molecules 2025 dataset.

relative energy (zero: lowest compared OMol25 entry of this formula, charge and spin): 0.0 kcal per mole
HOMO energy: -8.49 eV

Element x y z (Å)
Cl  2.4394  -1.4099  -0.0436
C  1.2917  -0.2243  0.2104
P  1.4640  1.4539  0.0388
O  -0.1948  1.6901  0.1315
C  -0.9744  0.5923  -0.2417
C  -0.1631  -0.6476  0.1777
H  -1.2275  0.5044  -1.3272
H  -1.7870  0.4533  0.4084
H  -0.3149  -1.4431  -0.5305
H  -0.5335  -0.9692  1.1761

Forces on atoms 1 to 6 (eV/Å):
Cl 1.2 -0.9 0.2
C -1.1 1.6 -0.9
P -1.0 -1.2 0.5
O 0.6 1.5 -0.3
C 1.4 -2.2 -0.4
C 0.1 0.1 0.6

Löwdin charges, unit e, in atom order: number 1, Cl, carries 0.634; number 2, C, carries -1.044; number 3, P, carries 0.982; number 4, O, carries -0.454; number 5, C, carries -0.291; number 6, C, carries -0.273; number 7, H, carries 0.133; number 8, H, carries 0.095; number 9, H, carries 0.096; number 10, H, carries 0.122

***

The following is a quantum chemistry calculation of a single C19H23NO5 molecule, from the Open Molecules 2025 dataset.

relative energy (zero: lowest compared OMol25 entry of this formula, charge and spin): 1.7 kcal per mole
HOMO energy: -8.31 eV

Element x y z (Å)
C  -6.3293  -1.5070  -1.7008
C  -6.2435  -0.9328  -0.2937
O  -4.8957  -0.8769  0.1671
C  -4.1731  0.2099  -0.2076
O  -4.6312  1.1105  -0.8712
C  -2.8199  0.1266  0.3065
N  -2.4004  -0.9568  1.0476
C  -1.1141  -0.8120  1.4004
C  -0.3985  -1.8262  2.2107
C  -0.6681  0.4074  0.8858
C  0.6927  0.9104  1.0388
O  1.6017  0.2987  1.5549
O  0.8329  2.1613  0.5551
C  2.1522  2.6743  0.4860
C  2.6732  2.5326  -0.9525
O  2.5983  1.2078  -1.4135
C  3.4279  0.2538  -0.8855
C  4.5682  0.5038  -0.1357
C  5.3340  -0.5618  0.3091
C  4.9795  -1.8624  0.0162
C  3.8389  -2.1241  -0.7372
C  3.4556  -3.5374  -1.0587
C  3.0748  -1.0616  -1.1810
C  -1.7526  1.0024  0.1858
C  -1.7587  2.2897  -0.5508
H  -5.8728  -2.4937  -1.7356
H  -7.3706  -1.5861  -1.9992
H  -5.8113  -0.8529  -2.3978
H  -6.6663  0.0770  -0.2730
H  -6.7646  -1.5693  0.4252
H  -2.9992  -1.7346  1.2753
H  -0.6571  -2.8315  1.8825
H  -0.6690  -1.7293  3.2628
H  0.6723  -1.6711  2.1176
H  2.1093  3.7287  0.7674
H  2.7858  2.1162  1.1841
H  3.6904  2.9378  -1.0212
H  2.0211  3.0933  -1.6278
H  4.8734  1.5093  0.1098
H  6.2192  -0.3637  0.8961
H  5.5840  -2.6829  0.3742
H  4.2178  -4.0009  -1.6847
H  2.5059  -3.5729  -1.5857
H  3.3729  -4.1251  -0.1458
H  2.1807  -1.2260  -1.7632
H  -2.7272  2.4411  -1.0177
H  -0.9801  2.2863  -1.3112
H  -1.5484  3.1135  0.1286

Forces on atoms 1 to 6 (eV/Å):
C 0.2 0.2 0.3
C -0.5 0.1 -0.3
O 0.4 -0.1 0.1
C -0.2 0.1 -0.1
O 0.0 -0.1 0.1
C 0.4 0.5 -0.1

Löwdin charges, unit e, in atom order: number 1, C, carries -0.062; number 2, C, carries -0.222; number 3, O, carries -0.022; number 4, C, carries -0.422; number 5, O, carries 0.107; number 6, C, carries -0.112; number 7, N, carries 0.145; number 8, C, carries -0.213; number 9, C, carries 0.002; number 10, C, carries -0.028; number 11, C, carries -0.411; number 12, O, carries 0.103; number 13, O, carries 0.001; number 14, C, carries -0.126; number 15, C, carries -0.157; number 16, O, carries -0.037; number 17, C, carries -0.268; number 18, C, carries -0.030; number 19, C, carries -0.075; number 20, C, carries -0.063; number 21, C, carries -0.277; number 22, C, carries -0.050; number 23, C, carries 0.029; number 24, C, carries -0.122; number 25, C, carries -0.012; number 26, H, carries 0.076; number 27, H, carries 0.077; number 28, H, carries 0.076; number 29, H, carries 0.121; number 30, H, carries 0.122; number 31, H, carries 0.167; number 32, H, carries 0.084; number 33, H, carries 0.091; number 34, H, carries 0.072; number 35, H, carries 0.135; number 36, H, carries 0.118; number 37, H, carries 0.125; number 38, H, carries 0.133; number 39, H, carries 0.106; number 40, H, carries 0.104; number 41, H, carries 0.108; number 42, H, carries 0.082; number 43, H, carries 0.073; number 44, H, carries 0.080; number 45, H, carries 0.125; number 46, H, carries 0.071; number 47, H, carries 0.087; number 48, H, carries 0.090

***

The following is a quantum chemistry calculation of a single C17H26ClN3O3S molecule at a distorted geometry, from the Open Molecules 2025 dataset.

HOMO energy: -8.44 eV

Element x y z (Å)
C  -3.9659  -2.1834  2.7101
C  -3.5308  -1.9547  1.2654
N  -2.5089  -0.9207  1.1889
C  -3.0071  0.4384  1.3207
C  -3.7049  0.9518  0.0502
N  -2.8830  0.7669  -1.1238
S  -2.0242  2.0587  -1.7019
O  -1.4824  1.6589  -2.9660
O  -2.8841  3.1997  -1.6226
C  -0.6481  2.3131  -0.5720
C  -0.7999  3.1311  0.5321
C  0.2479  3.2699  1.4246
C  1.4401  2.5902  1.2003
Cl  2.7151  2.7434  2.3393
C  1.6023  1.7769  0.0772
C  2.9169  1.0988  -0.2181
O  3.9682  1.7007  -0.2105
N  2.7715  -0.2110  -0.5005
C  3.8607  -1.1228  -0.8627
C  4.8678  -1.1886  0.2877
C  4.5387  -0.6147  -2.1370
C  3.2357  -2.4958  -1.1034
C  0.5389  1.6507  -0.8098
C  -2.3160  -0.5534  -1.2670
C  -1.6363  -1.0106  0.0334
H  -4.6060  -3.0599  2.7665
H  -3.0925  -2.3425  3.3359
H  -4.5193  -1.3332  3.0989
H  -3.0862  -2.8787  0.8881
H  -4.4141  -1.7329  0.6485
H  -2.1469  1.0764  1.5488
H  -3.6981  0.4836  2.1621
H  -4.6470  0.4143  -0.1071
H  -3.9244  2.0163  0.1198
H  -1.7293  3.6607  0.6688
H  0.1531  3.9011  2.2937
H  1.8472  -0.6091  -0.4558
H  4.3842  -1.5421  1.1958
H  5.6802  -1.8646  0.0364
H  5.2780  -0.2002  0.4725
H  5.3422  -1.2861  -2.4264
H  4.9527  0.3742  -1.9636
H  3.8203  -0.5549  -2.9516
H  2.5117  -2.4517  -1.9148
H  4.0076  -3.2108  -1.3740
H  2.7377  -2.8547  -0.2045
H  0.6325  1.0659  -1.7124
H  -3.1226  -1.2480  -1.5287
H  -1.6129  -0.5080  -2.0981
H  -0.7719  -0.3681  0.2361
H  -1.2883  -2.0408  -0.0697

Forces on atoms 1 to 6 (eV/Å):
C 0.0 0.0 -0.3
C 0.0 0.0 0.3
N 0.1 -0.1 0.0
C -0.1 0.1 -0.1
C -0.2 0.2 0.6
N 0.4 0.8 -0.5

Löwdin charges, unit e, in atom order: number 1, C, carries -0.083; number 2, C, carries -0.258; number 3, N, carries -0.176; number 4, C, carries -0.151; number 5, C, carries -0.160; number 6, N, carries -0.232; number 7, S, carries 0.668; number 8, O, carries -0.277; number 9, O, carries -0.275; number 10, C, carries -0.257; number 11, C, carries -0.057; number 12, C, carries -0.072; number 13, C, carries -0.583; number 14, Cl, carries 0.762; number 15, C, carries -0.133; number 16, C, carries -0.475; number 17, O, carries 0.058; number 18, N, carries 0.129; number 19, C, carries -0.587; number 20, C, carries -0.030; number 21, C, carries -0.030; number 22, C, carries -0.042; number 23, C, carries -0.019; number 24, C, carries -0.161; number 25, C, carries -0.165; number 26, H, carries 0.071; number 27, H, carries 0.077; number 28, H, carries 0.061; number 29, H, carries 0.116; number 30, H, carries 0.110; number 31, H, carries 0.111; number 32, H, carries 0.116; number 33, H, carries 0.124; number 34, H, carries 0.114; number 35, H, carries 0.121; number 36, H, carries 0.111; number 37, H, carries 0.129; number 38, H, carries 0.087; number 39, H, carries 0.085; number 40, H, carries 0.078; number 41, H, carries 0.085; number 42, H, carries 0.078; number 43, H, carries 0.086; number 44, H, carries 0.084; number 45, H, carries 0.088; number 46, H, carries 0.084; number 47, H, carries 0.127; number 48, H, carries 0.129; number 49, H, carries 0.112; number 50, H, carries 0.104; number 51, H, carries 0.121